ORCA calculation (ωB97M-V/def2-TZVPD) on an isolated molecule of C3H9N3OS.

As for the relative energy (zero: lowest compared OMol25 entry of this formula, charge and spin): 494.4 kJ/mol. The expectation value of S² is 2.005. For the LUMO energy (alpha / beta), the calculation gives 0.684 / -2.926 eV. The value obtained for the total energy is -757.0323 hartree.

ORCA input file:
```
! RIJCOSX wB97M-V def2-TZVPD def2/J DEFGRID3
* xyz 0 3
C -0.014 -1.196 0.479
C 0.657 0.516 -0.950
C -0.466 1.128 1.148
N 0.281 -0.672 -1.677
N 0.366 0.220 0.426
N -0.593 -1.539 -0.857
O -0.699 -2.733 -1.129
S 2.493 0.762 -1.154
H 0.897 -1.793 0.532
H -0.836 -1.543 1.299
H 0.212 1.558 -1.082
H 0.089 2.088 1.036
H -1.616 1.252 0.768
H -0.502 0.650 2.126
H -0.073 -0.611 -2.566
H -1.587 -1.011 -1.064
H 2.677 -0.503 -1.447
*
```

---

ORCA calculation (ωB97M-V/def2-TZVPD) on an isolated molecule of C4H7FS.

As for the relative energy (zero: lowest compared OMol25 entry of this formula, charge and spin): 108.4 kJ/mol. The SMILES is C[C@H](S)/C=C/F. For the LUMO energy, the calculation gives 0.933 eV. The value obtained for the total energy is -654.6237 hartree.

ORCA input file:
```
! RIJCOSX wB97M-V def2-TZVPD def2/J DEFGRID3
* xyz 0 1
C 0.271 -1.271 -0.669
C 0.428 -0.399 0.612
S -0.670 -1.016 1.954
C 0.149 1.022 0.412
C -0.161 1.642 -0.706
F -0.370 2.940 -0.671
H 0.978 -1.042 -1.423
H 0.476 -2.345 -0.443
H -0.797 -1.261 -1.046
H 1.462 -0.516 1.020
H -1.793 -0.721 1.387
H 0.333 1.714 1.244
H -0.306 1.254 -1.671
*
```

---

no.,largest force on an atom (eV/Å)
1,5.58
2,2.25